Computed, not measured: a structure of composition C25H17CdNO7PS, with ωB97M-V with the def2-TZVPD basis set.

**Energy above the lowest of the compared OMol25 structures with the same formula, charge and spin**: 0.109 eV
**Multiplicity**: 1
**LUMO**: 0.072 Eh
**Maximum force**: 0.2 eV Å⁻¹
**Energy**: -66716.3300 eV
**Total charge**: -1

Element x y z (Å)
Cd  -0.4675  2.4159  -1.0316
O  -1.9158  1.7353  -2.7782
S  -0.8507  1.3150  -3.7217
O  -1.0615  1.7065  -5.0838
O  0.4495  1.6786  -3.1303
C  -0.8605  -0.4712  -3.6772
C  -1.1931  -1.1584  -4.8327
C  -1.2059  -2.5458  -4.8321
C  -0.8902  -3.2419  -3.6759
C  -0.5650  -2.5489  -2.5187
C  -0.5379  -1.1572  -2.5037
P  -0.1487  -0.2853  -0.9415
C  -1.0756  -1.3071  0.2524
C  -0.4884  -2.0422  1.2737
C  -1.2840  -2.7273  2.1850
C  -2.6638  -2.6876  2.0746
C  -3.2568  -1.9598  1.0485
C  -2.4678  -1.2680  0.1468
C  1.5946  -0.6258  -0.5815
C  2.4356  -1.3867  -1.3836
C  3.7724  -1.5376  -1.0373
C  4.2708  -0.9345  0.1068
C  3.4369  -0.1648  0.9081
C  2.1070  -0.0012  0.5601
H  -1.4343  -0.5908  -5.7209
H  -1.4652  -3.0821  -5.7358
H  -0.9016  -4.3242  -3.6699
H  -0.3364  -3.0936  -1.6102
H  0.5889  -2.0694  1.3740
H  -0.8191  -3.2834  2.9887
H  -3.2804  -3.2142  2.7914
H  -4.3349  -1.9198  0.9625
H  -2.9319  -0.6838  -0.6420
H  2.0563  -1.8514  -2.2846
H  4.4253  -2.1245  -1.6706
H  5.3139  -1.0525  0.3707
H  3.8216  0.3211  1.7950
H  1.4634  0.6153  1.1808
O  0.0403  1.9337  6.1279
C  0.4920  2.8612  5.4285
O  1.2137  3.8275  5.7200
C  0.0803  2.7829  3.9326
C  -0.7267  1.7418  3.4854
C  -1.0434  1.6587  2.1474
N  -0.5990  2.5458  1.2481
C  0.1532  3.5747  1.6673
C  0.5055  3.7215  2.9999
C  0.6260  4.5889  0.6170
O  1.1919  5.5911  1.0087
O  0.3862  4.3027  -0.6220
H  -1.0767  1.0147  4.2057
H  -1.6612  0.8543  1.7653
H  1.1188  4.5534  3.3131

Atom charges from the natural (NBO) analysis, given in e for atoms 1 to 2:
1. Cd 1.670
2. O -1.061